1.
This record from OMol25 describes the molecule C3H9N3OS. The level of theory is ωB97M-V/def2-TZVPD.

Positions of all 17 atoms, in Å:
C1 1.877619 -0.407591 0.442180
C2 0.375801 -0.509255 0.712546
C3 -1.900740 -0.095050 -0.298666
H1 2.991295 -0.170049 -1.418241
H2 1.164403 -1.023871 -1.538820
H3 2.396158 0.618066 0.947555
H4 2.229896 -1.084922 1.453710
H5 0.014804 -1.621084 0.638893
H6 0.056231 -0.125812 1.668668
H7 0.649670 1.598775 -0.613510
H8 -2.410138 1.927451 -0.214982
H9 -3.743835 0.799561 -0.034185
N1 2.195478 -0.892493 -1.019259
N2 -0.501726 0.109516 -0.282080
N3 -2.744115 0.985888 -0.217855
O1 -0.330450 1.543657 -0.099309
S1 -2.320350 -1.652786 -0.126653

Forces on atoms 1 to 2 (eV/Å):
1.1 -0.1 2.7
-1.4 -2.7 -0.8

- total charge = 0
- HOMO-LUMO gap (Ha) = 0.3289
- energy relative to the best compared isomer or geometry (same formula, charge and spin) (eV) = 4.4730
- highest occupied orbital energy (eV) = -8.436
- structure (SMILES) = NCCN(O)C(N)=S


2.
This record from OMol25 describes the molecule C3H9N3S. The level of theory is ωB97M-V/def2-TZVPD.

Positions of all 16 atoms, in Å:
C1 0.259745 1.681095 0.635110
C2 1.080742 1.776341 -0.615517
C3 0.268339 -1.946424 0.280338
N1 -1.357402 -1.021439 -0.996297
N2 -0.627348 0.278830 0.739550
N3 -0.295596 -0.647914 -0.223948
S1 0.166406 2.684984 1.890992
H1 2.004311 2.216657 -0.271708
H2 0.565634 2.228391 -1.446887
H3 1.518511 0.845548 -0.939312
H4 0.114215 -2.070479 1.419741
H5 -0.322530 -2.653452 -0.316621
H6 1.315017 -2.066677 0.011121
H7 -2.303294 -1.114543 -0.428508
H8 -1.595969 -0.165418 -1.438084
H9 -0.790781 -0.025499 1.700029

Forces on atoms 1 to 2 (eV/Å):
-2.3 -4.1 0.9
0.7 -0.5 1.1

- total charge = 0
- HOMO-LUMO gap (Ha) = 0.3238
- energy relative to the best compared isomer or geometry (same formula, charge and spin) (eV) = 3.8151
- highest occupied orbital energy (eV) = -8.646
- structure (SMILES) = CC(=S)NN(C)N


3.
This record from OMol25 describes a structure of composition C3H9N4. The level of theory is ωB97M-V/def2-TZVPD.

Positions of all 16 atoms, in Å:
C1 0.746635 0.557813 1.005280
C2 -0.395630 -0.140758 0.245619
C3 1.826748 1.249915 0.266973
N1 -3.691402 0.632542 2.828808
N2 -2.981977 1.021197 2.089088
N3 -0.582370 1.060221 0.661955
N4 -1.259280 -2.116744 -1.224265
H1 1.013910 0.141130 1.950503
H2 -0.931171 -1.045978 -0.461636
H3 2.710466 0.665784 0.193175
H4 2.149144 2.160359 0.807013
H5 1.461345 1.734605 -0.767369
H6 -1.260543 1.863104 0.759035
H7 -2.108995 -2.474908 -0.789216
H8 -0.458978 -2.763823 -1.350596
H9 -1.168800 -1.665884 -2.167317

Forces on atoms 1 to 2 (eV/Å):
-0.5 0.0 -1.8
0.1 2.9 0.8

- total charge = +1
- HOMO-LUMO gap (Ha) = 0.3842
- energy relative to the best compared isomer or geometry (same formula, charge and spin) (eV) = 3.3732
- highest occupied orbital energy (eV) = -14.406


4.
This record from OMol25 describes a cluster of 2 separate species, C3H9N4 in total. The level of theory is ωB97M-V/def2-TZVPD.

Positions of all 16 atoms, in Å:
C1 1.786291 0.652391 0.310118
C2 -2.465781 -0.340410 -0.124431
C3 -2.924783 0.984342 0.054540
N1 2.942207 0.380630 -0.238002
N2 -1.921024 -1.359272 -0.285249
N3 0.691118 -0.009007 0.329164
N4 0.646282 -1.469478 0.074831
H1 1.810599 1.659070 0.630046
H2 -2.474834 1.417584 0.913859
H3 -4.033442 1.079670 0.019593
H4 -2.433906 1.621478 -0.735416
H5 3.623953 1.142582 -0.195579
H6 -0.412699 -1.592304 -0.093769
H7 0.805326 -2.187488 0.754634
H8 3.305592 -0.479472 -0.586179
H9 1.055098 -1.500316 -0.828166

Forces on atoms 1 to 2 (eV/Å):
-0.3 -1.2 -1.1
1.9 -3.0 -0.4

- total charge = +1
- HOMO-LUMO gap (Ha) = 0.4078
- energy relative to the best compared isomer or geometry (same formula, charge and spin) (eV) = 2.6696
- highest occupied orbital energy (eV) = -14.258


5.
This record from OMol25 describes a structure of composition C3H9N4. The level of theory is ωB97M-V/def2-TZVPD.

Positions of all 16 atoms, in Å:
C1 -0.544305 -0.154611 -0.915810
C2 0.397646 1.059058 -1.163206
C3 0.400698 -0.419847 1.322457
N1 1.221455 1.261249 0.993949
N2 -0.229305 -0.901570 0.294270
N3 -0.976191 -2.048866 0.290340
N4 0.558615 1.845878 -0.010002
H1 -1.699313 0.146307 -0.838952
H2 -0.438871 -0.861233 -1.654349
H3 1.471366 0.686687 -1.133838
H4 0.267365 1.580433 -2.008562
H5 0.592912 -1.035704 2.192542
H6 0.871800 1.634761 1.832686
H7 -0.710590 -2.684791 1.089412
H8 -0.952461 -2.506113 -0.633105
H9 -0.230820 2.398364 0.342168

Forces on atoms 1 to 2 (eV/Å):
-2.2 3.4 0.9
2.9 -3.8 3.4

- total charge = +1
- HOMO-LUMO gap (Ha) = 0.3324
- energy relative to the best compared isomer or geometry (same formula, charge and spin) (eV) = 5.6893
- highest occupied orbital energy (eV) = -13.323


6.
This record from OMol25 describes a cluster of 2 separate species, C3H9N4 in total. The level of theory is ωB97M-V/def2-TZVPD.

Positions of all 16 atoms, in Å:
C1 -2.158166 -0.135832 -0.000831
C2 -1.398707 0.936699 -0.607415
C3 -0.142150 -0.738860 0.086747
N1 -1.458154 -0.991214 0.620843
N2 -0.040078 0.490838 -0.324338
N3 1.000521 -1.339825 0.215323
N4 1.171091 0.886666 -0.829311
H1 -3.262070 -0.086243 0.118137
H2 -1.441230 1.120068 -1.609666
H3 -1.712997 1.879916 -0.209020
H4 0.221664 -1.793730 -1.777967
H5 1.241508 -2.068594 0.795777
H6 1.221543 1.264483 -1.884038
H7 1.539332 1.618438 -0.206645
H8 1.729547 -0.697312 -0.214690
H9 0.566022 -2.044777 -2.416963

Forces on atoms 1 to 2 (eV/Å):
-3.7 0.7 0.9
0.8 0.8 1.1

- total charge = +1
- HOMO-LUMO gap (alpha / beta) (Ha) = 0.2616 / 0.2359
- 2S+1 = 3
- energy relative to the best compared isomer or geometry (same formula, charge and spin) (eV) = 3.9805
- highest occupied orbital energy (alpha / beta) (eV) = -10.440 / -15.006


7.
This record from OMol25 describes the ion C3H9N4S with charge +1. The level of theory is ωB97M-V/def2-TZVPD.

Positions of all 17 atoms, in Å:
C1 -0.074562 0.969548 -0.566517
C2 -0.858047 -0.227308 -0.910903
C3 -0.152791 -1.409470 -0.261640
N1 -0.452327 -0.835090 2.284351
N2 2.097719 -1.270892 1.276515
N3 0.651645 0.894942 0.512030
N4 -0.426010 2.019177 -1.311372
S1 0.658549 -0.850262 1.293384
H1 -1.973035 -0.224475 -0.533748
H2 -0.856682 -0.348317 -1.910606
H3 -0.621026 -2.274310 0.062931
H4 0.673849 -1.893957 -0.851417
H5 -0.302024 -1.165913 3.255699
H6 2.758043 -1.226455 2.093678
H7 0.934518 1.951155 0.986049
H8 -1.276697 1.912554 -1.871109
H9 0.195156 2.808895 -1.471679

Forces on atoms 1 to 2 (eV/Å):
-1.6 0.7 0.8
-1.7 -2.1 4.0

- total charge = +1
- HOMO-LUMO gap (Ha) = 0.3840
- energy relative to the best compared isomer or geometry (same formula, charge and spin) (eV) = 3.8065
- highest occupied orbital energy (eV) = -14.022
- structure (SMILES) = N=S1(=N)CCC(=[NH2+])N1


8.
This record from OMol25 describes the molecule C3H9N5. The level of theory is ωB97M-V/def2-TZVPD.

Positions of all 17 atoms, in Å:
C1 0.860943 -0.478978 1.838290
C2 -0.646068 0.434078 -0.818248
C3 0.611234 0.617539 -0.375808
N1 -1.316931 -1.858210 -0.543030
N2 -1.497653 0.890285 -1.815586
N3 1.613246 1.584052 -0.470349
N4 -0.876133 -0.686264 0.044053
N5 0.605631 -0.586003 0.416579
H1 -1.390182 -2.585280 0.160344
H2 -0.721848 -2.171945 -1.311206
H3 -1.423008 1.886259 -1.975232
H4 -2.453686 0.610111 -1.641220
H5 1.347856 2.482245 -0.079424
H6 2.470216 1.259964 -0.041239
H7 0.635345 -1.437206 2.305206
H8 0.261186 0.302747 2.321285
H9 1.919855 -0.263396 1.985588

Forces on atoms 1 to 2 (eV/Å):
-0.4 0.1 0.1
0.9 0.0 0.0

- total charge = 0
- HOMO-LUMO gap (Ha) = 0.2900
- energy relative to the best compared isomer or geometry (same formula, charge and spin) (eV) = 3.7338
- highest occupied orbital energy (eV) = -6.901
- structure (SMILES) = Cn1c(N)c(N)n1N